--- P ---
Here is a cluster of 7 separate species, H14O7 in total from the Open Molecules 2025 dataset. Energies are from wB97M-V/def2-TZVPD.

Output
gap between HOMO and LUMO = 11.1985 eV

Geometry (Å):
1 H -1.27425 1.47520 -0.55692
2 H -2.44468 -1.90600 -1.45243
3 H 0.04090 3.08530 0.12613
4 H 0.91000 1.98740 -0.77595
5 H -2.82941 1.31847 -0.35865
6 H -1.60936 -0.48959 -1.33879
7 H -0.70354 0.86755 1.37644
8 O 1.97498 0.92858 -0.19515
9 O -1.59581 -1.43445 -1.80574
10 O -1.97381 0.82113 -0.12731
11 H 0.88034 0.88052 1.68551
12 O 1.03002 -1.52054 -0.89550
13 H 2.90931 0.90865 -0.47950
14 O 0.67514 -1.97722 1.70218
15 O 0.03839 0.53937 1.99582
16 O 0.02820 2.55381 -0.68424
17 H -0.10903 -2.69399 1.67299
18 H 0.24098 -1.72047 -1.46639
19 H 1.53407 -0.03154 -0.37966
20 H 0.25951 -1.08975 1.96915
21 H 0.77823 -1.87722 0.05762

=====

--- Q ---
Here is a cluster of 7 separate species, H14O7 in total from the Open Molecules 2025 dataset. Energies are from wB97M-V/def2-TZVPD.

Output
gap between HOMO and LUMO = 10.2201 eV

Geometry (Å):
1 H -0.24714 -2.33536 -0.05817
2 O 1.64024 2.46871 -0.82456
3 O 5.27963 -0.32796 -0.71835
4 H 0.73171 -2.42683 2.53728
5 H 1.32661 3.11824 -0.26406
6 H 4.44219 -0.75977 -0.62077
7 H -4.23301 0.93127 -0.27903
8 H -3.22850 -2.33256 -1.48063
9 H -2.89870 0.53229 -0.59456
10 O -1.49922 2.41333 1.01521
11 O -2.93135 -1.49871 -1.80472
12 H 0.48222 -1.16789 -0.76925
13 H 5.84415 -1.03196 -1.15186
14 H -0.84076 2.79576 0.46638
15 O 0.43960 -1.50437 2.50288
16 H 1.06634 -0.94230 2.80924
17 H 1.77643 1.60126 -0.38908
18 H -1.79106 3.18900 1.53869
19 O -3.64180 0.30456 0.02126
20 O 0.22148 -1.44983 0.12593
21 H -1.93907 -1.57688 -2.06182

=====

The data favor P; the next most stable structure lies 0.0866 hartree above it.

=====

--- P ---
Here is a cluster of 7 separate species, H14O7 in total from the Open Molecules 2025 dataset. Energies are from wB97M-V/def2-TZVPD.

Output
gap between HOMO and LUMO = 11.2666 eV

Geometry (Å):
1 H 34.96561 5.80509 -19.11649
2 H 33.32872 8.68655 -20.52766
3 H 33.59387 4.84797 -21.59361
4 O 32.44482 4.48064 -18.81337
5 H 35.66329 6.16241 -16.96959
6 H 32.49946 3.76858 -19.45315
7 O 32.66774 8.19902 -17.25240
8 O 33.21517 4.45007 -22.35879
9 O 33.28372 7.91307 -19.96991
10 H 32.48403 7.46792 -20.15002
11 H 35.80541 3.54767 -19.36368
12 O 35.62512 2.61990 -19.14722
13 H 32.69945 3.75982 -21.88721
14 H 35.17018 2.31289 -19.94499
15 O 34.61530 5.70338 -20.00714
16 H 32.79104 8.26741 -18.14752
17 O 35.11176 5.38298 -17.19730
18 H 32.54594 7.22650 -17.08999
19 H 35.64969 4.69766 -16.82310
20 H 34.20244 6.57349 -20.16814
21 H 33.17631 4.96772 -19.13992

=====

--- Q ---
Here is a cluster of 7 separate species, H14O7 in total from the Open Molecules 2025 dataset. Energies are from wB97M-V/def2-TZVPD.

Output
gap between HOMO and LUMO = 11.3554 eV

Geometry (Å):
1 H -2.77348 -1.68315 0.99530
2 O -4.66877 1.16898 -1.10162
3 O 0.67208 2.96958 0.28790
4 H 1.92113 -2.16942 -1.02576
5 H -5.03707 2.05469 -1.00749
6 O 2.15592 -2.95604 -0.52069
7 H -4.54749 1.06524 -2.05216
8 H -0.80902 -0.10799 -0.12427
9 O -0.12622 -0.66467 -0.51527
10 H 2.27137 -0.16038 1.92703
11 H 1.77194 1.24860 2.20157
12 H 3.57643 -0.15164 -1.12478
13 H 1.69953 -3.67225 -0.97648
14 H 1.54838 3.29913 0.05878
15 H -0.25868 -1.52453 -0.10046
16 H 0.19283 3.75592 0.57247
17 O -3.72081 -1.85271 0.94230
18 H 3.95502 1.31524 -1.00247
19 O 4.30869 0.45865 -1.26734
20 O 1.69129 0.33974 2.51215
21 H -3.82305 -2.73300 1.32128

=====

The data favor P; the next most stable structure lies 0.0138 hartree above it.

=====

--- P ---
Here is an isolated molecule of C4H7NO2S from the Open Molecules 2025 dataset. Energies are from wB97M-V/def2-TZVPD.

Output
gap between HOMO and LUMO = 9.1331 eV

Geometry (Å):
1 N -0.26743 -0.12590 0.87300
2 H 0.69973 -0.62692 2.59235
3 H -2.02646 -0.76755 -0.25716
4 H -0.64299 -0.49203 -2.31292
5 O 0.40158 1.12694 1.06615
6 S -0.50900 -2.61013 2.06075
7 H -0.31464 -1.70966 -0.34918
8 C 1.15790 1.36594 -0.30557
9 H 0.79868 2.53015 -0.61324
10 C -0.48372 0.20299 -1.42991
11 O 0.89710 0.46434 -1.26399
12 H -1.10857 1.04046 -1.41158
13 C -0.83097 -0.69851 -0.28507
14 C -0.05535 -1.08089 1.84340
15 H 2.28414 1.38075 -0.20702

=====

--- Q ---
Here is an isolated molecule of C4H7NO2S from the Open Molecules 2025 dataset. Energies are from wB97M-V/def2-TZVPD.

Output
gap between HOMO and LUMO = 9.4868 eV

Geometry (Å):
1 H 1.24571 -1.11258 -1.50135
2 H -1.48656 -1.57542 -0.12229
3 H 2.53756 -0.36659 0.82052
4 C -0.57250 1.29790 0.58348
5 H -0.87815 -0.77645 -1.45874
6 H -0.12765 -0.93951 2.11665
7 C -1.24594 -0.63692 -0.38392
8 H 0.73017 0.55345 -1.60550
9 N -1.89402 1.38390 0.35657
10 O 0.68582 -0.68374 1.44935
11 C -0.05372 -0.09048 0.33302
12 O -2.43509 0.21241 -0.37804
13 C 0.96636 -0.16762 -0.84602
14 H 0.02534 2.20395 0.78381
15 S 2.50266 0.69770 -0.14753

=====

The data favor P; the next most stable structure lies 0.0152 hartree above it.

=====

--- P ---
Here is a cluster of 2 separate species, C5H10O2 in total from the Open Molecules 2025 dataset. Energies are from wB97M-V/def2-TZVPD.

Output
spin multiplicity = 2
net charge = +1
gap between HOMO and LUMO (spin up / spin down) = 9.3021 / 6.9918 eV
expectation value of S² = 0.773

Geometry (Å):
1 H 1.36626 -1.79182 -0.81519
2 C -0.94356 1.43196 -0.29078
3 H -4.18919 0.58789 0.80995
4 H 3.43204 -0.67198 1.19558
5 O -2.11637 1.75964 -0.81509
6 C 0.89397 0.01011 0.19871
7 H 1.23190 0.63170 1.02410
8 C -0.24601 0.32120 -0.60251
9 H -0.29642 -0.24535 -1.52475
10 O -4.26936 -0.17623 1.40414
11 H -2.24559 1.23979 -1.62163
12 C 3.15565 -1.02834 0.19555
13 H -0.72103 2.10185 0.52429
14 H 3.73426 -1.93491 0.04274
15 H 3.64664 -0.27095 -0.43799
16 C 1.73243 -1.02245 -0.13952
17 H -4.16562 -0.94209 0.85239

=====

--- Q ---
Here is a cluster of 2 separate species, C5H10O2 in total from the Open Molecules 2025 dataset. Energies are from wB97M-V/def2-TZVPD.

Output
spin multiplicity = 2
net charge = +1
gap between HOMO and LUMO (spin up / spin down) = 10.0891 / 6.9296 eV
expectation value of S² = 0.774

Geometry (Å):
1 H 1.11376 -2.17829 1.57960
2 H 2.71966 2.15027 -0.38603
3 C -0.39784 0.87704 0.51617
4 H 0.56911 -0.26806 -1.82907
5 C 0.89440 1.52978 0.47704
6 C -2.24245 -0.65899 -0.06075
7 H -2.57869 -0.28996 0.87772
8 H 1.63355 1.17949 -1.51398
9 H -2.81271 -0.14943 -0.89013
10 O 1.57726 -2.50713 0.78424
11 H -1.16762 1.19926 1.20095
12 H 1.17996 1.96051 1.47480
13 C 1.75697 1.67180 -0.54119
14 H -2.15878 -1.75567 0.00606
15 O -0.27416 -0.58633 -1.48268
16 H 1.01899 -2.06554 0.13335
17 C -0.83141 -0.10873 -0.34610

=====

The data favor P; the next most stable structure lies 0.0245 hartree above it.

=====

--- P ---
Here is a cluster of 2 separate species, C5H10O2 in total from the Open Molecules 2025 dataset. Energies are from wB97M-V/def2-TZVPD.

Output
spin multiplicity = 2
net charge = +1
gap between HOMO and LUMO (spin up / spin down) = 9.0858 / 7.9754 eV
expectation value of S² = 0.783

Geometry (Å):
1 H -2.47966 -0.20773 -0.26774
2 H 2.44297 -2.17397 1.91123
3 O 2.03678 -1.35649 1.59060
4 H 1.56645 -1.67840 0.81468
5 H -2.72348 -2.56475 -0.63739
6 H -0.95235 -2.81688 -0.42623
7 H 1.80440 1.64751 0.95474
8 H 2.10809 0.52817 -0.41395
9 H 1.75386 2.28208 -0.66029
10 H -1.60584 1.71750 0.24335
11 C -1.74521 -2.11173 -0.57368
12 O -0.72829 2.06944 0.01588
13 C 0.11136 1.08468 -0.20449
14 C -0.34216 -0.13694 -0.76201
15 C 1.54114 1.38336 -0.06984
16 H 0.38253 -0.72175 -1.30386
17 C -1.57497 -0.75555 -0.53125

=====

--- Q ---
Here is a cluster of 2 separate species, C5H10O2 in total from the Open Molecules 2025 dataset. Energies are from wB97M-V/def2-TZVPD.

Output
spin multiplicity = 2
net charge = +1
gap between HOMO and LUMO (spin up / spin down) = 9.3508 / 6.4749 eV
expectation value of S² = 0.774

Geometry (Å):
1 H -1.06758 -2.54770 2.46689
2 C -0.25042 0.16583 -0.74683
3 C 0.17811 0.35556 -2.12218
4 H -0.41369 -0.11872 -4.15636
5 H -0.85858 0.56664 2.02787
6 H 0.54906 1.36612 -2.24625
7 H 0.39925 1.91505 2.10041
8 H -1.06550 -0.48557 -0.44549
9 H 0.96815 0.21525 1.99280
10 O 1.06850 2.02619 -0.03698
11 H -1.12448 -1.14413 -2.84214
12 H 1.69498 1.64007 -0.67891
13 H 0.38995 -2.52004 2.71458
14 C 0.22611 0.98444 0.26261
15 O -0.39858 -2.98701 3.01178
16 C -0.44131 -0.33781 -3.09606
17 C 0.14603 0.90583 1.79426

=====

The data favor P; the next most stable structure lies 0.0305 hartree above it.